C6H9N3O3PS2 | ωB97M-V with the def2-TZVPD basis set

XYZ file:
```
24
Properties=species:S:1:pos:R:3:mulliken_charge:R:1
S 3.579 -2.048 0.177 -0.03
H -1.365 2.951 0.880 0.23
C 4.067 2.030 -0.308 -0.31
H -3.003 -1.076 -0.620 0.30
H 0.153 -2.587 1.238 0.24
N 1.518 -0.467 0.300 -0.10
H 0.330 2.501 0.181 0.32
C 1.875 -1.747 0.365 0.42
H -2.304 -2.718 -0.771 0.22
S 5.173 0.665 -0.334 0.00
O -0.980 -1.222 -0.246 -0.23
H -1.945 -1.258 -1.966 0.36
O -0.029 0.741 -1.674 -0.62
C 3.801 -0.315 -0.172 0.36
N 2.647 0.406 0.054 0.31
H 4.572 2.997 -0.523 0.39
C -0.346 2.320 1.057 -0.54
C -2.170 -1.557 -0.972 -0.67
P -0.165 0.110 -0.351 0.75
H 0.998 -3.560 0.150 0.22
C 2.785 1.752 -0.077 -0.26
H 0.143 2.532 2.018 0.27
O -0.695 0.942 0.826 -0.31
N 0.923 -2.663 0.629 -0.32
```

Computed properties:
Charge ... +1
Molecular weight ... 266.3 g/mol
Spin multiplicity ... 1
ΔE to the lowest compared entry with this formula, charge and spin ... 24.0 kcal/mol
Orbital gap ... 7.7 eV


C11H10FN3 | ωB97M-V with the def2-TZVPD basis set

XYZ file:
```
25
Properties=species:S:1:pos:R:3:mulliken_charge:R:1
H -3.167 -2.324 -2.260 0.31
C 0.438 1.259 0.656 0.20
H 0.006 2.834 -0.886 0.31
H 2.355 3.342 -1.323 0.44
N -0.258 -1.568 0.137 -0.31
C 2.649 0.933 0.975 -0.26
C -2.366 -2.054 -1.527 -0.34
N -0.909 0.333 2.385 -0.50
N 1.386 0.642 1.275 -0.46
C -1.291 -2.963 -1.509 -0.45
C 3.023 1.811 -0.001 -0.48
C -2.258 -0.800 -0.953 -0.57
C 0.754 2.159 -0.464 -0.75
H 0.697 -3.289 -0.566 0.31
C -0.944 0.786 1.001 1.28
C 2.075 2.523 -0.666 -0.35
H -1.563 -0.265 2.723 0.26
H 4.133 1.936 -0.254 0.27
H -1.590 -4.015 -1.912 0.27
H -2.915 0.024 -1.089 0.46
H 0.015 0.062 2.509 0.26
H 3.217 0.279 1.602 0.43
C -1.205 -0.641 -0.044 0.16
F -2.004 1.684 0.797 -0.30
C -0.278 -2.689 -0.608 -0.18
```

Computed properties:
Charge ... 0
Molecular weight ... 203.2 g/mol
Spin multiplicity ... 3
Orbital gap (spin up / spin down) ... 4.3 / 5.0 eV


C17H27N2O5 | ωB97M-V with the def2-TZVPD basis set

XYZ file:
```
51
Properties=species:S:1:pos:R:3:mulliken_charge:R:1
H 1.826 -2.607 -1.663 0.51
H 3.337 -2.725 1.596 0.33
H 0.026 -1.397 3.247 0.50
C 2.243 1.664 -0.354 -0.92
H -2.927 2.161 1.363 0.49
H -2.132 4.213 0.252 0.43
C -1.950 -1.995 0.545 0.97
H 1.360 -2.355 0.038 -0.19
H -0.487 4.473 0.862 0.41
O -2.253 -3.174 -0.063 -0.52
H -0.166 -0.453 -1.043 -0.23
H -0.681 0.912 2.668 0.48
H 3.061 1.784 -1.066 0.45
C 2.069 -2.055 -0.753 0.05
O -1.010 2.524 0.682 -0.53
H 1.329 0.105 0.828 -0.24
H 3.655 -3.495 -0.509 0.42
C -2.334 -0.722 0.198 -1.21
H -2.381 -4.832 1.160 0.30
H -2.179 3.735 -2.350 0.37
C -0.571 3.987 -1.248 0.11
H 0.574 -0.940 -2.585 0.73
C -1.856 0.329 0.989 0.75
H -0.188 1.431 -2.652 0.45
H -0.971 -4.784 0.049 0.28
C -1.026 0.081 2.072 -0.63
C 0.702 -0.302 -1.709 -0.13
N 1.954 -0.639 -1.061 -0.11
H -2.658 1.793 -0.362 0.32
C 3.496 -2.426 -0.328 -0.95
H -0.561 5.055 -1.503 0.51
O -0.842 -3.571 1.712 -0.50
H 1.576 1.284 -2.870 0.43
H -2.985 -0.551 -0.643 0.40
H 3.082 -0.076 0.587 0.73
N 0.975 2.041 -1.012 0.97
C -1.620 -4.183 0.701 -0.35
O -1.361 3.261 -2.164 -0.52
H 2.409 2.310 0.509 0.48
C -0.622 -1.209 2.409 -0.80
H 1.238 3.625 -2.381 0.32
C 2.152 0.212 0.097 -0.15
C -2.213 1.749 0.638 -0.86
H 1.501 4.054 -0.678 0.45
O 3.784 -2.103 1.012 -0.53
C 0.748 1.150 -2.171 -1.15
H 0.204 1.891 -0.309 -0.37
H 4.206 -1.861 -0.934 0.35
C 0.877 3.477 -1.361 -0.81
C -1.096 -2.236 1.628 0.66
C -1.100 3.853 0.200 -0.95
```

Computed properties:
Charge ... +1
Molecular weight ... 339.4 g/mol
Structure (SMILES) ... OCCN1CC[NH+](C[C@@H](O)COCc2ccc3c(c2)OCO3)CC1
Spin multiplicity ... 1
ΔE to the lowest compared entry with this formula, charge and spin ... 0.0 kcal/mol
Orbital gap ... 8.7 eV


C27H33Cl3FeN7O9P2Se | ωB97M-V with the def2-TZVPD basis set

XYZ file:
```
83
Properties=species:S:1:pos:R:3:mulliken_charge:R:1
O 0.642 2.041 -2.972 0.57
O 1.067 0.215 1.334 -0.38
C 1.060 -3.463 -1.142 0.08
C 1.126 3.286 -0.030 -0.79
H -0.079 1.233 -5.245 0.00
H 3.339 -0.903 -4.153 0.37
N 3.241 1.834 -3.214 0.43
H 0.999 5.131 -2.065 0.26
C -1.979 -0.162 5.960 0.24
H -2.273 4.169 -4.382 0.38
H -2.015 1.865 5.330 0.41
C -2.638 -1.579 -3.489 -0.49
C -1.156 -2.695 -1.991 -1.18
O -0.930 1.193 -1.072 0.49
P 1.862 0.964 -3.000 -0.62
H 3.654 -2.147 1.283 0.41
Cl -2.279 0.204 7.642 -0.27
H 3.918 1.381 -1.287 0.19
O 2.988 -0.853 1.699 -0.95
C -1.491 -0.819 3.235 -0.27
H 4.411 2.762 -4.676 0.35
C -1.555 -1.535 -2.630 0.42
O -1.341 1.622 1.566 -0.46
C 1.982 -2.996 -0.225 -0.01
Fe -0.778 0.011 0.579 0.27
H -3.481 -4.839 -3.142 0.38
H -1.890 -2.293 6.311 0.44
C 3.377 2.758 -4.323 -1.04
C 1.362 -1.838 0.287 -0.10
H 2.519 -1.179 -5.698 0.36
N 1.602 0.246 -4.466 0.40
C -1.895 0.830 5.034 -1.17
C 1.854 -0.759 1.196 1.02
Cl -1.405 -3.473 3.799 -0.23
Cl 1.196 -4.733 -2.265 -0.14
H -3.137 2.182 -1.368 0.14
O 4.085 -2.997 0.922 -0.61
O 1.933 0.127 -1.801 -0.06
C -1.648 0.526 3.678 1.23
H -0.783 5.131 -2.118 0.31
N -1.752 2.910 -2.801 0.54
O -1.303 -1.172 2.034 -0.06
H -0.604 3.584 -4.430 0.30
H -4.200 -2.781 -4.319 0.38
H -1.943 2.499 -4.863 0.25
C -1.586 1.634 2.775 -0.32
C 2.365 -0.995 -4.633 -1.01
H 3.988 3.111 -1.696 0.32
H -3.467 1.664 -3.013 0.33
N 0.175 -1.644 -0.251 0.84
N -0.014 -2.637 -1.135 0.04
C 0.302 0.222 -5.127 -0.90
H -1.776 2.618 3.228 0.25
C -1.840 -3.886 -2.156 -0.07
C -1.825 -1.505 5.572 -0.59
C -2.925 -3.918 -3.020 -0.87
H 2.095 3.558 -0.465 0.13
H 0.985 3.855 0.891 0.39
H -1.555 -4.760 -1.588 0.51
H -2.996 -0.674 -3.959 0.34
C 4.122 2.094 -2.083 -0.94
C 3.317 -3.607 0.041 0.44
H -3.792 3.347 -2.542 0.30
H 0.442 -0.204 -6.122 0.52
C -1.629 3.306 -4.191 -1.01
H 2.735 2.448 -5.145 0.28
H -0.440 -0.386 -4.605 0.36
N -5.150 -0.219 -2.478 -0.77
P -0.519 2.354 -1.884 -0.93
H -1.018 -0.620 -2.434 0.86
H 5.162 1.985 -2.399 0.31
Se -3.711 -0.728 0.086 -0.12
C -3.320 -2.771 -3.689 -0.77
C -1.595 -1.817 4.266 0.31
C -3.114 2.502 -2.407 -0.88
C -4.596 -0.418 -1.476 0.24
H 1.848 -1.854 -4.193 0.23
H 0.062 5.648 -0.654 0.37
N 0.037 3.591 -0.960 0.42
C 0.084 4.943 -1.487 -1.08
O 3.665 -4.618 -0.527 -0.65
H 3.113 3.782 -4.031 0.24
H 1.139 2.231 0.233 0.06
```

Computed properties:
Charge ... -1
Molecular weight ... 902.7 g/mol
Spin multiplicity ... 1
ΔE to the lowest compared entry with this formula, charge and spin ... 14.9 kcal/mol
Orbital gap (spin up / spin down) ... 6.6 / 6.6 eV


C18H17N3O | ωB97M-V with the def2-TZVPD basis set

XYZ file:
```
39
Properties=species:S:1:pos:R:3:mulliken_charge:R:1
C -0.997 -2.452 -3.079 1.06
C -0.496 -1.123 -2.973 0.53
H 1.766 -1.665 -0.501 0.53
H -0.881 -4.464 -2.333 0.39
N 2.231 0.934 0.373 -0.69
C -0.457 1.816 3.942 0.18
H -0.653 0.861 -3.824 0.30
H -1.491 1.430 2.135 0.29
C 1.803 1.194 1.664 0.95
C 0.506 -0.853 -2.004 0.74
H -0.316 -0.227 4.630 0.35
C 1.078 0.533 -1.792 -0.49
O 0.019 1.018 0.373 -0.43
H 0.898 -3.954 -0.697 0.40
C -1.997 -2.744 -4.031 -0.80
H 0.453 1.293 -2.260 0.25
N -0.573 1.413 2.549 -0.23
H 0.207 3.487 5.123 0.42
C 0.496 -3.180 -1.334 -0.84
N 3.492 1.505 3.541 -0.57
H 1.314 3.058 3.822 0.31
C -0.486 -3.463 -2.240 -0.83
C -2.485 -1.776 -4.860 -0.55
C -1.986 -0.469 -4.771 -0.79
C -1.021 -0.153 -3.856 -0.77
C 0.987 -1.874 -1.221 -0.46
C 2.720 1.365 2.701 -0.15
H 1.244 0.596 4.504 0.30
H -1.490 1.938 4.286 0.30
H 2.085 0.592 -2.211 0.28
C 1.174 0.837 -0.343 0.36
C 0.416 1.240 1.648 0.32
H -2.366 -3.758 -4.092 0.37
H -2.369 0.291 -5.436 0.40
H -3.249 -2.008 -5.587 0.39
H 0.150 0.982 5.830 0.41
H -0.193 3.908 3.455 0.35
C 0.201 0.718 4.777 -1.27
C 0.267 3.154 4.091 -1.29
```

Computed properties:
Charge ... 0
Molecular weight ... 291.4 g/mol
Structure (SMILES) ... CC(C)Nc1oc(Cc2cccc3ccccc23)nc1C#N
Spin multiplicity ... 1
ΔE to the lowest compared entry with this formula, charge and spin ... 24.5 kcal/mol
Orbital gap ... 8.5 eV


C4H17N2O2 | ωB97M-V with the def2-TZVPD basis set

XYZ file:
```
25
Properties=species:S:1:pos:R:3:mulliken_charge:R:1
H -0.388 2.003 -1.961 0.70
H -0.369 0.475 3.074 0.42
H -0.571 2.737 0.571 0.57
H -1.776 0.127 -1.779 0.80
H 2.365 1.758 1.546 0.36
H 1.873 0.443 2.604 0.32
H -0.879 -0.498 -0.535 0.41
H -0.093 2.272 2.936 0.36
N -1.300 0.375 -0.892 -2.03
H -2.161 0.649 -0.296 0.87
C 0.190 2.040 0.211 -0.75
C -0.392 1.352 2.436 -1.45
H 1.221 -3.808 0.766 0.34
H 1.036 2.705 0.001 0.35
H -0.938 -2.608 -3.167 0.33
O -0.843 -1.648 -3.080 -0.65
H -0.514 -1.448 -3.963 0.33
O 0.490 -4.218 0.292 -0.74
H 0.441 -3.744 -0.536 0.33
H 2.263 0.221 0.813 0.30
H -1.451 1.469 2.184 0.47
C -0.208 1.370 -1.102 -1.24
C 1.782 0.821 1.594 -1.10
H 0.684 0.793 -1.361 0.26
N 0.373 1.004 1.230 0.46
```

Computed properties:
Charge ... 0
Molecular weight ... 125.2 g/mol
Spin multiplicity ... 2
ΔE to the lowest compared entry with this formula, charge and spin ... 35.9 kcal/mol
Orbital gap (spin up / spin down) ... 3.8 / 9.5 eV